# C9H33AgB2N2O3

C9H33AgB2N2O3 as an isolated structure in a non-equilibrium geometry (the ωB97M-V functional and the def2-TZVPD basis, OMol25).

Geometry (Å):
H1 1.221204 3.922509 0.658322
H2 0.908611 -5.126172 0.481668
H3 4.044815 -0.521011 -0.142750
H4 0.228437 -2.582302 -3.096992
H5 -0.685133 -5.060253 0.322572
C1 0.734725 -1.240170 -1.487496
O1 0.148159 -3.472213 -0.639740
H6 5.286025 0.703174 -0.036783
Ag1 1.099192 1.691924 0.419635
H7 -0.319474 -1.030627 -1.306243
O2 -1.319737 1.432208 -0.125777
H8 1.090661 -1.108491 -3.786902
H9 1.424701 1.224755 3.980396
H10 -2.178463 2.561270 -1.800474
C2 4.513025 0.191393 0.536496
H11 -3.284035 1.998011 0.513515
C3 -2.568860 1.182372 0.620082
C4 -4.669922 -0.309045 1.165996
H12 1.875442 4.794675 -0.688050
H13 1.960404 -2.207661 -2.889705
H14 1.096041 3.230245 -1.006508
N1 -2.517165 -1.293429 0.553312
N2 1.589481 -0.072322 -1.292729
H15 -3.664107 0.013488 -0.665721
H16 -2.107855 0.947343 -1.955373
H17 -1.996994 -1.261829 1.418483
H18 -5.154198 -1.280765 1.069309
H19 -1.756089 -1.191757 -0.102824
H20 -0.602978 1.848595 -2.065137
C5 0.956724 -1.785962 -2.943577
H21 0.058969 -3.915950 1.524420
B1 1.030122 1.446088 3.000821
C6 -1.525234 1.744448 -1.493563
H22 5.012532 -0.332834 1.351221
C7 1.021217 -2.381086 -0.441461
H23 -4.549604 -0.249229 2.247674
H24 1.273200 0.503609 -2.059784
H25 0.024477 1.835978 3.030998
C8 0.128593 -4.366646 0.534409
C9 -3.349850 -0.121046 0.369290
H26 -5.393986 0.444761 0.856767
B2 1.087462 4.118657 -0.394233
H27 0.154963 4.654104 -0.483633
H28 1.069305 0.556430 2.391553
H29 1.645511 2.216203 2.562126
H30 2.063961 -2.695868 -0.482626
H31 2.595447 -0.097681 -1.379231
H32 -2.180157 1.234194 1.637107
O3 3.588589 1.117562 0.988377
H33 0.891848 -1.909648 0.532767

Forces on atoms 1 to 3 (eV/Å):
H 0.6 -0.8 4.1
H 1.1 0.6 0.2
H 0.0 -1.2 -0.5

ΔE to the lowest compared entry with this formula, charge and spin = 477.9 kJ/mol
LUMO energy = 4.653 eV
charge = -2
HOMO level = 0.4 eV

Results of the Mulliken charge analysis, in e, for atoms 1 through 8: H -0.309; H 0.337; H 0.071; H 0.362; H 0.296; C 1.210; O -0.393; H 0.212